Density functional theory data (wB97M-V/def2-TZVPD) for a structure of composition C22H18FeIN2O6 at a distorted geometry.

LUMO level (alpha / beta), Eh: 0.008 / -0.095
Largest force on an atom, eV/A: 5.7
Gap between HOMO and LUMO (alpha / beta), eV: 5.700 / 6.597
Net charge: 0
HOMO energy (alpha / beta), eV: -5.48 / -9.18
Electronic energy, Ha: -2971.2036
2S+1: 6

Geometry (Å):
C  -2.423531  0.580327  3.006135
N  -1.499738  -0.125122  2.166345
C  -0.326335  0.565890  1.785568
O  -0.234698  1.774172  2.036531
C  0.649102  -0.216691  1.077360
I  2.521144  0.666235  0.857455
C  3.871521  -0.745276  1.730297
C  4.827232  -1.369970  0.931450
C  5.751883  -2.228092  1.546792
C  5.691193  -2.445616  2.931119
C  4.707650  -1.825049  3.704048
C  3.778720  -0.962932  3.097449
C  0.414621  -1.587319  0.694026
O  1.201961  -2.311892  0.070606
N  -0.877136  -2.093531  0.997267
C  -1.141392  -3.463204  0.645886
C  -1.842606  -1.423036  1.765936
O  -2.918955  -1.937936  2.063087
H  -3.245880  -0.094160  3.221503
H  -1.911561  0.869566  3.928509
H  -2.788066  1.480668  2.504636
H  4.851315  -1.187253  -0.142424
H  6.517607  -2.713689  0.939428
H  6.422461  -3.106627  3.404633
H  4.656220  -1.994278  4.778302
H  3.008429  -0.470079  3.684754
H  -2.140140  -3.711651  0.992722
H  -1.074175  -3.588459  -0.438252
H  -0.399420  -4.110099  1.123566
O  -4.121875  2.499586  -5.389272
C  -3.490568  2.153163  -4.475987
Fe  -2.280046  1.496430  -3.387498
C  -2.394749  -0.210220  -3.980034
O  -2.280722  -1.234124  -4.514729
C  -1.075735  1.754937  -4.656605
O  -0.386743  1.892321  -5.581668
C  -0.355577  0.945338  -1.313467
C  0.133358  2.239538  -1.357769
C  -0.517304  3.326916  -1.900261
C  -1.798945  3.273823  -2.526687
C  -2.947977  2.710475  -1.852957
C  -2.825134  1.490438  -1.236522
C  -1.721461  0.633866  -1.570818
H  0.340216  0.099527  -1.223279
H  1.149976  2.402887  -0.975767
H  0.001894  4.294908  -1.909831
H  -2.012418  4.099067  -3.219624
H  -3.886168  3.271503  -1.878265
H  -3.646217  1.081061  -0.643734
H  -1.931232  -0.446336  -1.509959

Force components x, y, z for each atom (eV/Å):
C -0.4859 0.4369 0.4522
N 0.6734 -0.4261 -0.4519
C -1.4917 0.6072 0.1430
O 0.2928 -1.5372 -0.2545
C -3.2548 -2.1810 0.9166
I 5.4350 1.7976 -0.1233
C -0.4166 0.3636 -0.4040
C 0.2647 -0.3503 0.1591
C -0.4929 0.3823 0.0248
C 0.0250 0.0014 -0.0590
C -0.1080 0.1954 -0.4590
C 0.2616 -0.3120 0.2730
C -0.8188 -1.2178 -0.5501
O -0.7073 1.2078 0.8877
N 0.3807 0.7876 0.4674
C -0.0598 -0.6639 -0.2575
C -0.3257 -0.1817 0.0693
O 1.4524 0.6817 -0.4106
H -0.0214 0.1236 0.0727
H -0.1723 0.0685 -0.0991
H 0.0526 -0.0939 0.1020
H 0.0453 -0.0742 0.3185
H -0.2467 0.1337 0.2067
H -0.2898 0.2386 -0.1579
H 0.0184 0.0170 -0.2509
H 0.1753 -0.0808 -0.0597
H 0.0843 -0.0381 -0.0521
H 0.0282 -0.0509 0.1594
H -0.1278 0.0145 -0.1500
O 1.0706 -0.4643 1.9010
C -2.6294 0.8433 -2.9696
Fe -0.1398 -1.8574 -0.1704
C 0.3398 -2.7752 -1.4907
O -0.4186 2.0700 1.1944
C 3.1998 0.7008 -3.5244
O -1.3676 -0.2229 2.0439
C -0.2397 -0.3826 -1.0094
C 1.0612 0.4398 0.5784
C 0.2754 0.2264 -0.2074
C -0.0120 2.3656 0.3297
C 0.0725 0.3016 0.0164
C -1.2726 0.2145 1.7141
C 0.4363 -1.6468 0.9087
H -0.3207 0.4854 -0.0970
H -0.3973 0.0424 -0.2338
H -0.0888 -0.5027 -0.2015
H 0.0096 -0.0218 0.7016
H 0.1932 -0.2508 0.1018
H 0.0537 0.0638 -0.3470
H 0.0043 0.5214 0.2487

These are the Löwdin partial charges, in e, on atoms 1 to 5: atom 1 (C): -0.02, atom 2 (N): 0.01, atom 3 (C): -0.48, atom 4 (O): 0.04, atom 5 (C): -0.42